1.
{
  "formula": "C29H45N7RuS4",
  "method": "ωB97M-V/def2-TZVPD",
  "spin_multiplicity": 2,
  "total_charge": 1,
  "elements": ["Ru", "C", "C", "C", "C", "C", "C", "C", "C", "C", "C", "C", "C", "C", "C", "C", "C", "C", "H", "H", "H", "H", "H", "H", "H", "H", "H", "H", "H", "H", "H", "H", "H", "H", "H", "H", "H", "H", "H", "H", "H", "H", "H", "H", "H", "H", "H", "N", "N", "C", "N", "S", "H", "H", "H", "H", "H", "S", "C", "S", "C", "N", "N", "C", "C", "C", "C", "C", "C", "S", "H", "H", "H", "H", "H", "C", "N", "C", "C", "N", "H", "H", "H", "H", "H", "H"],
  "coordinates": [[0.324, 0.202, -0.134], [1.374, -1.185, 1.272], [2.345, -0.211, 1.009], [2.570, -0.260, -0.432], [1.692, -1.252, -0.962], [0.984, -1.887, 0.086], [0.253, -3.226, -0.003], [0.467, -3.972, 1.321], [0.884, -4.038, -1.143], [-1.240, -3.109, -0.282], [3.723, 0.248, -1.309], [4.879, -0.725, -0.988], [4.219, 1.686, -1.123], [3.387, 0.077, -2.799], [2.904, 0.699, 2.118], [2.352, 0.237, 3.475], [4.432, 0.606, 2.226], [2.470, 2.159, 1.943], [1.008, -1.431, 2.254], [1.658, -1.559, -1.992], [1.519, -4.007, 1.613], [0.116, -4.999, 1.221], [-0.100, -3.512, 2.134], [1.968, -4.125, -1.038], [0.663, -3.590, -2.113], [0.464, -5.045, -1.145], [-1.766, -2.571, 0.501], [-1.678, -4.108, -0.349], [-1.427, -2.593, -1.223], [5.245, -0.619, 0.031], [5.707, -0.527, -1.671], [4.565, -1.761, -1.132], [4.353, 1.980, -0.089], [3.550, 2.405, -1.586], [5.189, 1.774, -1.615], [3.338, -0.971, -3.097], [4.176, 0.542, -3.392], [2.440, 0.554, -3.059], [2.588, -0.809, 3.683], [1.270, 0.372, 3.539], [2.807, 0.838, 4.262], [4.748, -0.420, 2.428], [4.763, 1.221, 3.065], [4.959, 0.951, 1.345], [1.384, 2.219, 1.884], [2.883, 2.624, 1.049], [2.799, 2.734, 2.811], [-0.922, 2.489, 0.542], [-2.059, 2.341, 1.321], [-2.311, 1.157, 1.892], [-3.418, 1.071, 2.634], [-1.316, -0.192, 1.700], [-0.353, 3.260, 0.863], [-1.173, 2.587, -0.435], [-2.729, 3.092, 1.375], [-4.000, 1.869, 2.828], [-3.662, 0.190, 3.052], [-6.498, 1.815, -0.268], [-5.126, 0.985, -0.634], [-3.833, 1.644, -1.605], [-2.856, 0.242, -1.301], [-3.436, -0.654, -0.594], [-4.708, -0.252, -0.244], [-5.430, -1.157, 0.600], [-4.754, -1.768, 1.646], [-5.430, -2.662, 2.461], [-6.771, -2.938, 2.232], [-7.432, -2.324, 1.178], [-6.766, -1.432, 0.352], [-1.190, 0.295, -1.915], [-3.706, -1.547, 1.810], [-4.907, -3.143, 3.277], [-7.298, -3.634, 2.871], [-8.475, -2.543, 0.989], [-7.273, -0.960, -0.475], [-0.050, 3.278, -4.288], [0.974, 3.527, -3.269], [1.929, 4.615, -3.476], [1.054, 2.759, -2.219], [1.118, 2.056, -1.297], [0.430, 3.048, -5.239], [-0.672, 4.167, -4.399], [-0.666, 2.437, -3.977], [2.483, 4.448, -4.401], [2.628, 4.651, -2.644], [1.397, 5.565, -3.541]],
  "mulliken_spin": [0.82, -0.03, -0.06, 0.08, -0.06, 0.01, 0.01, 0.00, 0.00, 0.01, -0.01, 0.01, -0.01, 0.02, 0.04, 0.00, 0.00, 0.01, -0.01, 0.00, 0.00, 0.00, 0.00, 0.00, 0.00, 0.00, 0.00, 0.00, 0.00, 0.00, 0.00, 0.00, 0.00, 0.00, 0.00, 0.00, 0.00, 0.00, 0.00, 0.00, 0.00, 0.00, 0.00, 0.00, 0.01, 0.00, 0.00, 0.07, -0.01, 0.01, 0.00, 0.06, -0.01, 0.00, 0.00, 0.00, 0.00, 0.00, 0.00, 0.00, 0.00, 0.00, 0.00, 0.00, 0.00, 0.00, 0.00, 0.00, 0.00, 0.00, 0.00, 0.00, 0.00, 0.00, 0.00, 0.00, 0.00, 0.00, 0.03, 0.01, 0.00, 0.00, 0.00, 0.00, 0.00, 0.00]
}

=====

2.
{
  "formula": "C5H13N3",
  "method": "ωB97M-V/def2-TZVPD",
  "spin_multiplicity": 3,
  "total_charge": 0,
  "elements": ["C", "C", "C", "C", "C", "N", "N", "N", "H", "H", "H", "H", "H", "H", "H", "H", "H", "H", "H", "H", "H"],
  "coordinates": [[0.070, 0.149, 1.097], [1.044, -0.880, 0.216], [2.294, -0.113, -0.236], [-0.333, 1.918, -0.551], [-2.363, -1.001, 0.158], [0.297, -1.511, -0.750], [-0.790, 0.751, 0.178], [-1.578, -0.015, -0.530], [-0.483, -0.488, 1.783], [0.678, 0.864, 1.646], [1.321, -1.606, 0.992], [2.712, 0.485, 0.572], [2.069, 0.534, -1.080], [3.050, -0.829, -0.554], [-1.154, 2.633, -0.612], [0.509, 2.379, -0.040], [-0.050, 1.641, -1.568], [-3.135, -1.317, -0.542], [-1.792, -1.879, 0.460], [-2.841, -0.563, 1.043], [0.475, -1.151, -1.683]],
  "nbo_charge": [-0.21, -0.13, -0.63, -0.41, -0.48, -0.41, -0.24, -0.24, 0.21, 0.21, 0.19, 0.21, 0.20, 0.21, 0.21, 0.20, 0.20, 0.21, 0.20, 0.18, 0.31]
}

=====

Record-wise ΔE to the lowest compared entry with this formula, charge and spin values, in kcal per mole: 17.1 0.0
Record-wise total energy values, in Eh: -3202.75785 -362.39116